[1]
{"formula": "C18H18AlCl6N3O5S2", "method": "ωB97M-V with the def2-TZVPD basis set", "species": ["Cl", "Cl", "Cl", "Cl", "Cl", "Cl", "S", "S", "Al", "O", "O", "O", "O", "O", "N", "N", "N", "C", "C", "C", "C", "C", "C", "C", "C", "C", "C", "C", "C", "C", "C", "C", "C", "C", "C", "H", "H", "H", "H", "H", "H", "H", "H", "H", "H", "H", "H", "H", "H", "H", "H", "H", "H"], "coordinates": [[5.248035, 0.177128, 5.072789], [2.251325, 0.045511, 5.935568], [0.031774, 2.789171, -0.381049], [5.972677, 0.228177, 2.039904], [3.701558, 0.219406, -0.111008], [0.001094, 0.035634, 3.746818], [-2.185774, -0.893063, 0.567983], [2.588836, -3.663969, -0.558979], [-0.063116, 0.020152, -0.280692], [1.011073, 0.152616, 1.061054], [1.162358, 2.118865, -0.970524], [-0.595333, 3.678526, -1.286781], [0.374275, 3.402852, 0.848999], [-0.958931, 1.670093, -0.079245], [-2.195581, -2.153763, -1.843672], [-3.927095, -2.551879, -0.575493], [0.644507, -2.064287, -0.263280], [0.018431, 0.084473, -4.904874], [-0.019574, 1.574434, -5.269140], [1.329692, -0.536977, -5.404485], [-1.177613, -0.643271, -5.533397], [3.318842, 0.193366, 1.568314], [4.324728, 0.195530, 2.528056], [-4.218932, -3.350461, -1.759707], [-0.111586, -0.155459, -2.234704], [4.003317, 0.163757, 3.883301], [-2.764674, -1.890647, -0.669218], [1.623371, -2.363669, -1.072283], [-3.032756, -3.001687, -2.686463], [1.967658, 0.163077, 1.939168], [1.619757, -3.821714, 0.846507], [2.664987, 0.114820, 4.268739], [0.640446, -2.888810, 0.838622], [1.663211, 0.114362, 3.307933], [-0.054560, -0.051261, -3.442167], [0.002234, 1.693305, -6.354405], [1.824823, -4.573208, 1.589591], [1.391454, -0.457267, -6.491640], [2.184781, -0.018215, -4.970222], [-3.352055, -2.467291, -3.581278], [1.391123, -1.591499, -5.130183], [-5.178495, -3.068738, -2.191700], [-2.483033, -3.890532, -2.993116], [1.802777, -1.823702, -1.990786], [-1.455655, -1.548135, -2.202752], [-0.109623, -2.740992, 1.600107], [-0.920203, 2.048507, -4.879191], [-1.148170, -1.708075, -5.292506], [0.840346, 2.091259, -4.842974], [-4.470705, -2.559990, 0.268382], [-1.154514, -0.535148, -6.619440], [-2.116109, -0.227481, -5.163919], [-4.246270, -4.413686, -1.520496]], "forces_ev_per_angstrom": [[0.008, -0.009, 0.002], [-0.006, 0.010, 0.024], [0.079, 0.445, 0.089], [0.026, 0.009, -0.017], [-0.021, -0.005, -0.032], [-0.028, -0.010, 0.000], [0.115, 0.139, 0.069], [-0.072, 0.027, 0.010], [-0.527, -0.641, -0.215], [-0.102, 0.158, 0.061], [0.022, -0.021, -0.048], [-0.052, -0.014, 0.003], [-0.067, 0.046, 0.017], [0.238, -0.053, -0.069], [-0.252, -0.026, 0.168], [-0.032, -0.073, -0.008], [0.290, 0.091, 0.028], [-0.014, 0.003, -0.029], [0.008, 0.010, 0.036], [-0.011, 0.011, 0.023], [0.012, 0.009, 0.024], [0.040, -0.009, 0.065], [-0.054, 0.006, 0.028], [-0.001, -0.008, -0.004], [0.272, 0.425, 0.140], [0.006, -0.010, -0.008], [0.043, -0.101, -0.143], [-0.047, -0.198, -0.047], [0.021, 0.004, 0.025], [-0.025, -0.076, -0.027], [0.052, -0.037, -0.053], [-0.002, 0.011, -0.048], [-0.014, 0.032, -0.010], [0.055, -0.017, 0.009], [-0.003, -0.144, 0.014], [0.003, -0.006, -0.001], [-0.028, 0.009, 0.021], [-0.001, 0.003, 0.003], [0.008, -0.008, -0.008], [-0.006, 0.033, 0.013], [-0.010, -0.011, -0.017], [0.005, -0.005, -0.013], [-0.019, -0.007, -0.035], [0.017, 0.025, 0.023], [0.069, -0.079, -0.080], [0.005, 0.035, 0.025], [-0.013, -0.011, -0.015], [-0.008, -0.013, -0.016], [-0.011, 0.012, 0.002], [0.025, 0.037, 0.014], [0.003, -0.005, 0.006], [-0.011, 0.008, -0.014], [0.014, 0.002, 0.017]], "largest_force_ev_per_a": 0.86, "spin_multiplicity": 1, "total_charge": 0, "homo_lumo_gap_ev": 8.2283}

[2]
{"formula": "C18H18AlN6S3Te", "method": "ωB97M-V with the def2-TZVPD basis set", "species": ["Te", "S", "S", "S", "Al", "N", "N", "N", "N", "N", "N", "C", "C", "C", "C", "C", "C", "C", "C", "C", "C", "C", "C", "C", "C", "C", "C", "C", "C", "H", "H", "H", "H", "H", "H", "H", "H", "H", "H", "H", "H", "H", "H", "H", "H", "H", "H"], "coordinates": [[0.589765, 1.931040, 1.142668], [-4.919620, 2.837624, -0.877070], [-3.456045, -2.617430, 2.209519], [-1.454695, 0.022409, -2.317722], [-1.219822, 0.493257, -0.122068], [-0.910779, -0.953469, -4.683625], [-2.386016, 3.757872, -1.004764], [-2.160286, -0.802749, 0.908748], [0.783990, -1.237424, -3.097351], [-0.775895, -2.412157, 1.926753], [-2.782733, 1.599254, -0.154094], [2.514336, 1.187286, 0.428323], [-3.205274, 2.758781, -0.666561], [1.041693, -2.094105, -5.317650], [-4.350596, -1.371788, 1.425483], [5.302593, 0.043743, 2.685923], [-1.981978, -1.907145, 1.641124], [-0.197572, -1.610956, -5.641145], [-3.526526, -0.491874, 0.787491], [-0.409997, -0.792631, -3.421937], [2.563206, 0.491338, 2.845633], [3.264064, 0.038242, 3.956870], [-5.074963, 1.252374, -0.227388], [3.245232, 0.691004, 1.630645], [4.615316, 0.454685, 1.564039], [4.624760, -0.176104, 3.882449], [1.117216, 0.843472, 2.968678], [1.507229, -1.873601, -4.020408], [-3.858245, 0.737307, 0.123755], [2.484848, -2.199488, -3.679125], [3.036362, 2.040301, -0.049144], [-0.707188, -3.255829, 2.502886], [-5.449570, -1.332487, 1.474496], [-2.776306, 4.632463, -1.355247], [-0.671463, -1.709144, -6.616225], [5.144075, 0.617577, 0.612097], [2.335908, 0.413693, -0.343318], [0.951155, 1.545686, 3.811313], [0.439007, -0.020323, 3.105108], [-1.838033, -0.577272, -4.872153], [2.721380, -0.135056, 4.899483], [1.646343, -2.627710, -6.058403], [-6.056526, 0.772297, -0.125070], [5.174461, -0.507724, 4.774892], [0.064157, -2.051464, 1.448123], [6.390985, -0.109725, 2.635668], [-1.387951, 3.705947, -0.741698]], "forces_ev_per_angstrom": [[0.986, -0.509, 0.305], [0.383, -0.012, 0.108], [0.415, 0.258, -0.278], [-0.749, 0.524, -0.207], [0.064, -0.053, 0.023], [0.517, -0.197, 0.337], [0.573, -0.037, 0.171], [-0.004, 0.113, -0.032], [0.028, 0.010, 0.112], [0.471, -0.033, -0.140], [0.114, -0.343, 0.081], [0.034, 0.342, -1.159], [0.002, 0.114, -0.159], [0.461, -0.331, -0.398], [-0.206, 0.801, -0.588], [0.698, -0.266, 0.251], [0.115, -0.076, 0.070], [-0.463, 0.317, 0.281], [-0.900, -1.416, 1.036], [0.438, -0.319, -0.230], [0.709, 0.157, -1.052], [-0.612, -0.108, 0.649], [0.425, -0.998, 0.432], [-0.374, -0.184, 1.055], [0.102, 0.218, -0.791], [0.529, -0.227, 0.358], [-0.952, 0.092, 0.752], [-0.238, 0.170, 0.066], [-1.562, 1.227, -0.630], [-0.044, -0.090, -0.245], [-0.413, -0.421, 0.235], [0.187, 0.534, -0.466], [0.781, -0.066, 0.080], [0.435, -0.339, 0.184], [0.142, 0.014, 0.204], [-0.213, -0.067, 0.557], [0.011, 0.402, 0.392], [-0.081, -0.314, -0.597], [0.278, 0.449, -0.152], [0.142, -0.126, -0.184], [0.382, 0.146, -0.445], [-0.305, 0.256, 0.327], [0.565, 0.357, -0.067], [-0.304, 0.182, -0.502], [-0.784, -0.580, 0.615], [-0.636, 0.078, 0.023], [-1.146, 0.350, -0.384]], "largest_force_ev_per_a": 2.08, "spin_multiplicity": 1, "total_charge": 3, "homo_lumo_gap_ev": 7.3661}